This record from the Open Molecules 2025 dataset describes an isolated ion of composition C4H9N2OS and charge -1 at a distorted geometry. The level of theory is ωB97M-V/def2-TZVPD.

```
17
Properties=species:S:1:pos:R:3:nbo_charge:R:1
N -1.360 -0.716 -0.362 -0.87
C -0.093 -0.082 -0.714 -0.16
C -0.009 0.427 -2.138 -0.52
S 0.018 -1.043 -3.267 -0.75
C 0.131 1.025 0.338 0.69
N 0.553 0.698 1.594 -0.63
C 0.661 -0.643 2.137 -0.40
O 0.008 2.212 0.055 -0.66
H -2.168 -0.161 -0.628 0.36
H -1.339 -1.585 -0.871 0.39
H 0.721 -0.790 -0.581 0.20
H -0.799 1.139 -2.371 0.19
H 0.912 0.997 -2.281 0.19
H 0.446 1.463 2.242 0.38
H -0.207 -1.059 2.643 0.19
H 1.037 -1.285 1.350 0.22
H 1.488 -0.597 2.855 0.18
```

2S+1: 1
Structure (SMILES): CNC(=O)[C@@H](N)C[S-]
Energy above the lowest of the compared OMol25 structures with the same formula, charge and spin in kJ/mol: 69.9
Molecular weight in g/mol: 133.196
Orbital gap in eV: 5.9
Charge: -1
LUMO level in eV: 3.41
Electronic energy in hartree: -740.79737